1.
{
  "formula": "C27H39BF4N3NaO6S2",
  "method": "wB97M-V/def2-TZVPD",
  "species": ["Na", "O", "C", "C", "N", "C", "C", "O", "O", "C", "C", "O", "O", "H", "H", "H", "H", "H", "H", "H", "H", "H", "F", "B", "F", "F", "F", "C", "C", "C", "C", "N", "C", "S", "N", "C", "C", "C", "C", "H", "H", "H", "H", "H", "H", "H", "H", "H", "H", "H", "H", "H", "H", "H", "H", "H", "H", "H", "H", "O", "S", "C", "C", "C", "C", "C", "C", "C", "C", "C", "C", "C", "C", "H", "H", "H", "H", "H", "H", "H", "H", "H", "H"],
  "coordinates": [[-7.816, -3.122, 16.784], [-6.826, -0.615, 16.448], [-7.975, 0.172, 16.792], [-9.160, -0.093, 15.861], [-9.753, -1.445, 16.022], [-9.998, -2.154, 14.754], [-8.674, -2.394, 13.821], [-8.854, -2.947, 12.720], [-7.553, -2.210, 14.403], [-10.670, -1.526, 17.173], [-10.246, -2.538, 18.286], [-10.519, -2.300, 19.474], [-9.715, -3.551, 17.810], [-7.004, -1.001, 15.537], [-8.224, -0.057, 17.818], [-7.689, 1.274, 16.782], [-9.924, 0.706, 16.111], [-8.889, 0.026, 14.831], [-10.558, -3.093, 14.948], [-10.713, -1.613, 14.081], [-10.771, -0.532, 17.634], [-11.708, -1.929, 16.927], [-7.037, -5.151, 17.341], [-7.515, -6.269, 18.069], [-8.715, -6.819, 17.477], [-7.684, -5.754, 19.391], [-6.519, -7.263, 18.049], [-10.815, -13.524, 16.382], [-9.839, -12.613, 15.716], [-9.818, -11.117, 16.183], [-11.134, -10.318, 15.952], [-10.922, -8.855, 16.145], [-11.944, -7.991, 16.296], [-11.798, -6.549, 17.194], [-13.172, -8.324, 15.733], [-13.380, -8.775, 14.378], [-12.506, -8.122, 13.367], [-13.014, -8.406, 11.895], [-12.762, -9.791, 11.281], [-10.679, -14.599, 16.257], [-11.824, -13.329, 16.021], [-10.817, -13.443, 17.459], [-10.102, -12.589, 14.650], [-8.754, -12.890, 15.793], [-9.062, -10.537, 15.610], [-9.476, -10.998, 17.218], [-11.960, -10.645, 16.589], [-11.475, -10.528, 14.963], [-10.078, -8.509, 16.650], [-13.908, -7.699, 16.078], [-14.400, -8.517, 14.112], [-13.289, -9.855, 14.302], [-11.460, -8.485, 13.464], [-12.470, -7.019, 13.374], [-12.627, -7.604, 11.266], [-14.101, -8.188, 11.991], [-11.904, -10.317, 11.732], [-12.459, -9.706, 10.221], [-13.602, -10.465, 11.396], [-7.585, -2.264, 19.360], [-8.127, -3.197, 20.429], [-8.652, -2.138, 21.834], [-7.788, -1.238, 22.401], [-8.240, -0.486, 23.490], [-9.513, -0.822, 24.046], [-10.325, -1.780, 23.449], [-9.943, -2.362, 22.250], [-6.637, -4.024, 21.045], [-6.597, -4.315, 22.389], [-5.453, -4.820, 22.958], [-4.369, -5.194, 22.151], [-4.391, -4.869, 20.796], [-5.526, -4.392, 20.206], [-6.813, -1.106, 21.916], [-7.620, 0.282, 23.944], [-9.916, -0.308, 24.917], [-11.286, -2.043, 23.867], [-10.649, -2.884, 21.579], [-7.467, -4.146, 23.036], [-5.405, -4.990, 24.064], [-3.602, -5.778, 22.556], [-3.489, -4.971, 20.208], [-5.634, -4.358, 19.129]],
  "forces_ev_per_angstrom": [[0.033, 0.216, 0.023], [-0.559, 0.038, -0.735], [0.883, 0.427, -0.635], [-1.244, -0.104, 1.229], [0.588, 0.616, -0.125], [-0.418, 0.616, -0.661], [-0.289, -1.831, 1.213], [-0.286, 1.053, 0.586], [-0.554, 0.395, -0.324], [-0.790, -0.492, 0.109], [-0.009, 0.046, -1.212], [-0.535, 0.529, 0.449], [0.238, -0.727, 0.132], [0.086, 0.075, 0.837], [-0.266, -0.204, 0.397], [-0.375, -0.954, -0.239], [0.432, -0.589, -0.342], [0.342, 0.163, -0.568], [0.917, 0.232, 0.050], [0.321, 0.095, 0.318], [-0.133, -0.174, -0.237], [1.016, 0.722, -0.197], [0.015, 0.024, -0.639], [-0.526, -0.063, 0.160], [1.265, 0.510, 0.710], [-0.482, -1.196, -0.752], [-0.130, -0.005, 0.145], [-0.651, -0.680, 0.735], [1.482, 1.624, -0.595], [-0.439, 0.792, -0.321], [0.767, 0.360, 1.064], [0.712, -0.627, 0.235], [-0.734, 1.571, 0.905], [-0.319, -1.320, -0.787], [-0.393, 0.224, 0.973], [-0.172, 0.172, 0.134], [1.311, 0.041, -2.471], [-0.468, 0.362, 1.205], [0.909, 0.097, -0.085], [0.431, -0.003, -0.591], [-0.132, 0.169, 0.131], [-0.062, 0.463, 0.480], [0.344, -0.057, -0.015], [-1.043, -0.368, -0.041], [-0.215, -0.658, 0.069], [-0.280, -0.285, 0.018], [0.098, -0.046, 0.314], [-0.073, 0.010, -1.060], [-0.657, -0.489, -0.546], [0.856, -0.240, -0.269], [-0.382, -0.109, 0.157], [-0.046, -0.309, -0.091], [-0.471, 0.331, -0.003], [-0.119, -0.458, 0.826], [0.179, -0.212, -0.088], [0.396, -0.297, -0.505], [-0.174, 0.348, 0.183], [-0.544, -0.073, 0.313], [-0.270, -0.075, -0.187], [0.086, -0.539, 0.699], [-0.186, 0.397, -1.833], [0.835, -1.219, -1.171], [0.170, 0.828, 0.386], [-0.922, -0.763, 0.322], [0.805, 0.280, -0.258], [0.006, 0.416, -0.198], [-0.535, -0.235, -0.077], [0.786, 0.055, -0.103], [-0.472, 0.554, 0.537], [1.099, -1.432, 0.859], [-1.616, 1.327, 0.119], [0.392, -0.470, 0.292], [-1.958, 1.176, 0.588], [-0.297, 0.068, 0.415], [-0.123, -0.080, -0.044], [0.369, 0.006, -0.051], [-0.162, 0.235, 0.095], [0.667, -0.099, 0.607], [0.364, 0.234, -0.346], [-0.127, -0.043, -1.111], [1.405, -0.344, 0.631], [-0.081, -0.542, -0.211], [0.116, 0.520, 0.076]],
  "charge": -2,
  "e_above_lowest_kcal_mol": 3.6,
  "mol_weight_da": 675.55,
  "e_homo_ev": -2.214,
  "total_energy_ev": -83029.00707,
  "multiplicity": 1
}



2.
{
  "formula": "C28H27AsN3O6SW",
  "method": "wB97M-V/def2-TZVPD",
  "species": ["W", "C", "C", "C", "C", "C", "C", "C", "N", "C", "N", "C", "C", "C", "C", "C", "C", "C", "N", "C", "C", "C", "C", "C", "C", "C", "H", "H", "H", "H", "H", "H", "H", "H", "H", "H", "H", "H", "H", "H", "H", "H", "H", "H", "H", "H", "H", "H", "O", "As", "O", "O", "C", "C", "C", "C", "C", "C", "S", "O", "O", "O", "H", "H", "H", "H", "H"],
  "coordinates": [[-0.410, 0.153, 0.098], [1.992, 3.026, 4.199], [2.402, 1.888, 5.093], [3.473, 2.037, 5.973], [3.855, 1.019, 6.829], [3.172, -0.190, 6.830], [2.116, -0.373, 5.955], [1.744, 0.656, 5.097], [0.649, 0.428, 4.198], [0.799, 0.290, 2.874], [2.037, 0.239, 2.381], [2.505, 0.066, 1.049], [1.682, -0.018, -0.073], [2.281, -0.197, -1.323], [3.649, -0.305, -1.447], [4.453, -0.208, -0.317], [3.907, -0.016, 0.937], [4.796, 0.097, 2.147], [-0.271, 0.182, 2.087], [-1.612, 0.194, 2.647], [-2.193, 1.413, 3.016], [-3.469, 1.442, 3.536], [-4.171, 0.249, 3.687], [-3.574, -0.956, 3.370], [-2.271, -1.023, 2.869], [-1.607, -2.358, 2.707], [2.175, 3.978, 4.695], [0.934, 2.983, 3.940], [2.560, 3.031, 3.266], [4.001, 2.983, 5.997], [4.684, 1.171, 7.507], [3.461, -0.985, 7.503], [1.576, -1.310, 5.924], [-0.294, 0.376, 4.557], [2.761, 0.292, 3.084], [1.659, -0.236, -2.207], [4.099, -0.453, -2.420], [5.529, -0.278, -0.412], [5.841, 0.042, 1.852], [4.623, -0.712, 2.864], [4.663, 1.047, 2.672], [-1.634, 2.327, 2.873], [-3.920, 2.383, 3.816], [-5.180, 0.260, 4.077], [-4.112, -1.880, 3.533], [-2.229, -3.133, 3.149], [-0.640, -2.373, 3.215], [-1.427, -2.620, 1.666], [-0.727, -0.167, -2.616], [-2.267, 0.243, -1.761], [-3.476, -0.790, -2.052], [-0.700, -1.498, -0.058], [-2.627, 2.037, -2.373], [-3.582, 2.226, -3.356], [-3.802, 3.505, -3.862], [-3.075, 4.583, -3.390], [-2.126, 4.408, -2.388], [-1.921, 3.138, -1.885], [-0.730, 2.893, -0.626], [-0.133, 4.130, -0.274], [-1.389, 2.129, 0.498], [0.204, 1.822, -1.112], [-0.777, -1.088, -2.918], [-4.152, 1.379, -3.720], [-4.547, 3.652, -4.633], [-3.248, 5.571, -3.794], [-1.560, 5.243, -1.998]],
  "forces_ev_per_angstrom": [[0.067, -0.056, -0.467], [-0.027, -0.001, -0.042], [0.004, -0.010, 0.057], [-0.024, 0.015, -0.002], [0.002, -0.020, 0.011], [0.000, -0.013, -0.003], [0.057, 0.007, -0.035], [-0.006, -0.005, 0.018], [0.009, 0.002, -0.048], [0.049, -0.178, -0.019], [-0.060, 0.055, 0.032], [0.081, -0.051, 0.060], [0.082, -0.068, -0.033], [-0.018, 0.025, -0.033], [0.053, 0.003, 0.033], [-0.049, 0.003, -0.017], [-0.091, -0.001, -0.035], [0.037, 0.007, 0.048], [-0.307, 0.279, 0.400], [0.095, -0.055, 0.291], [0.092, -0.031, -0.099], [-0.062, -0.057, 0.016], [-0.002, 0.064, 0.001], [0.086, -0.020, -0.052], [-0.113, 0.006, 0.128], [0.074, -0.052, -0.016], [0.018, -0.003, -0.007], [0.001, -0.011, 0.011], [0.002, -0.016, -0.008], [0.001, 0.010, -0.004], [0.006, 0.001, 0.002], [0.003, -0.002, 0.008], [-0.015, -0.009, 0.002], [0.002, 0.058, -0.013], [-0.004, 0.013, 0.001], [0.006, 0.002, 0.018], [-0.011, 0.003, -0.011], [0.011, -0.005, -0.009], [0.000, -0.006, -0.008], [-0.011, -0.009, -0.003], [-0.006, 0.013, -0.003], [-0.012, -0.002, -0.009], [0.005, 0.010, 0.000], [-0.007, 0.007, 0.002], [-0.006, -0.012, 0.009], [0.010, -0.008, 0.010], [0.004, -0.004, -0.019], [-0.032, 0.027, 0.000], [-0.062, -0.124, -0.089], [0.462, 0.083, 0.098], [0.013, 0.023, 0.050], [-0.313, -0.155, -0.057], [0.018, -0.033, -0.117], [-0.018, -0.042, 0.029], [-0.007, -0.038, 0.017], [0.028, 0.025, 0.034], [-0.098, 0.065, 0.002], [0.022, -0.081, -0.008], [-0.093, -0.017, 0.274], [-0.039, -0.047, 0.015], [-0.103, 0.161, -0.018], [0.165, 0.286, -0.430], [-0.009, -0.005, 0.026], [0.021, -0.001, 0.006], [-0.003, -0.004, -0.009], [0.004, 0.007, 0.001], [0.016, -0.008, 0.013]],
  "charge": 1,
  "e_above_lowest_kcal_mol": 0.0,
  "mol_weight_da": 792.37,
  "e_homo_ev": [-11.537, -11.537],
  "total_energy_ev": -119724.70381,
  "multiplicity": 1
}



3.
{
  "formula": "C10H13N2O3",
  "method": "wB97M-V/def2-TZVPD",
  "species": ["C", "N", "C", "C", "O", "N", "C", "C", "O", "O", "C", "C", "C", "C", "C", "H", "H", "H", "H", "H", "H", "H", "H", "H", "H", "H", "H", "H"],
  "coordinates": [[-2.603, -0.270, -1.818], [-1.404, -0.730, -1.141], [-1.391, -1.970, -0.566], [-0.242, -2.501, 0.031], [-0.251, -3.615, 0.576], [0.939, -1.747, -0.009], [0.983, -0.340, -0.478], [-0.290, 0.115, -1.161], [-0.314, 1.190, -1.718], [1.349, 0.526, 0.601], [1.718, 1.847, 0.193], [0.799, 2.893, 0.713], [-0.220, 2.624, 1.494], [-1.230, 2.310, 2.262], [2.082, -2.210, 0.735], [-2.452, 0.749, -2.168], [-2.813, -0.914, -2.671], [-3.448, -0.291, -1.133], [-2.286, -2.563, -0.584], [1.802, -0.286, -1.206], [2.737, 2.021, 0.563], [1.754, 1.884, -0.904], [0.978, 3.919, 0.443], [-2.193, 2.103, 1.842], [-1.111, 2.236, 3.323], [1.901, -3.226, 1.087], [2.968, -2.200, 0.104], [2.238, -1.554, 1.590]],
  "forces_ev_per_angstrom": [[-0.284, 0.131, -0.162], [0.615, 0.529, -0.001], [-0.574, 0.695, -0.515], [1.840, -0.857, 1.218], [-0.209, 0.617, -0.450], [-1.215, 1.243, -0.432], [0.751, -1.465, 0.800], [-0.589, -0.339, -0.116], [-0.099, -0.031, -0.086], [-0.624, -0.270, -0.287], [0.646, -0.576, -0.498], [-1.034, -0.204, 0.764], [0.157, -0.072, -0.140], [0.679, 0.196, -0.507], [0.234, -0.042, 0.261], [0.055, -0.153, 0.084], [-0.040, -0.035, -0.034], [-0.023, -0.045, 0.051], [-0.153, 0.011, -0.026], [-0.143, 0.116, -0.220], [-0.108, 0.026, 0.035], [0.031, 0.186, 0.253], [0.207, 0.246, -0.113], [-0.401, -0.089, -0.165], [0.019, 0.037, 0.427], [-0.065, 0.180, -0.154], [0.158, 0.025, -0.061], [0.170, -0.059, 0.076]],
  "e_above_lowest_kcal_mol": 0.0,
  "mol_weight_da": 209.23,
  "e_homo_ev": [-7.858, -9.345],
  "total_energy_ev": -19700.68093,
  "multiplicity": 2
}